C14H36F2N3O10RbS2 | the ωB97M-V functional and the def2-TZVPD basis

For the LUMO energy, the calculation gives 0.011 eV. For the total energy, the calculation gives -2491.7517 a.u. As for the net charge: 0. The value obtained for the HOMO energy is -8.98 eV. Its largest force on an atom is 0.1246 hartree/bohr. For the gap between HOMO and LUMO, the calculation gives 8.99 eV.

Element x y z (Å)
Rb: -0.56601 0.73506 0.15367
N: 1.83427 2.25011 -0.44153
S: 3.27695 1.70761 -0.06365
O: 3.65391 1.50465 1.32769
O: 4.32768 2.05389 -0.98622
F: 3.00659 0.15187 -0.40748
S: 2.01936 3.68166 0.43267
O: 3.09705 4.53475 0.04623
O: 1.76404 3.58649 1.83633
F: 0.70561 4.42512 -0.08410
C: 2.71006 -1.85591 1.89256
O: 1.56047 -1.06723 2.20102
C: 1.78123 -0.31263 3.37413
C: 0.42308 0.02054 3.99390
N: -0.16036 1.18898 3.34696
C: -1.51685 1.55500 3.65862
C: -1.98991 2.73750 2.85595
O: -2.35410 2.31271 1.56721
C: -2.66364 3.37758 0.72102
H: 3.50840 -1.25276 1.46816
H: 2.30392 -2.64350 1.25147
H: 3.07437 -2.43603 2.74819
H: 2.31846 0.62304 3.20601
H: 2.27442 -0.84329 4.19634
H: 0.46121 0.20719 5.07908
H: -0.26834 -0.81855 3.87557
H: 0.43596 1.97554 3.57780
H: -1.40409 1.94940 4.69208
H: -2.24764 0.76310 3.82725
H: -1.13836 3.42198 2.75126
H: -2.89095 3.16166 3.31223
H: -1.81730 3.98132 0.35957
H: -3.20866 4.19392 1.21788
H: -3.23348 3.08334 -0.15585
C: 0.61763 -6.26227 -0.99081
O: 0.62155 -4.84497 -0.89723
C: 0.35148 -4.11399 -2.08706
C: 0.53163 -2.63895 -1.67713
N: -0.31111 -2.28954 -0.52851
C: -1.76382 -2.41704 -0.50847
C: -2.52726 -1.44112 -1.36762
O: -2.97637 -0.21488 -0.77759
C: -3.73693 0.62313 -1.63146
H: 1.43062 -6.52775 -1.67582
H: -0.41556 -6.55677 -1.18316
H: 0.94286 -6.69007 -0.04201
H: -0.69294 -4.26137 -2.38438
H: 1.10009 -4.49295 -2.78983
H: 0.27444 -2.04421 -2.55614
H: 1.52813 -2.40803 -1.30897
H: 0.14571 -2.67806 0.28219
H: -1.96727 -2.26991 0.55848
H: -2.15410 -3.42414 -0.69685
H: -3.37432 -2.09077 -1.61825
H: -1.94324 -1.20573 -2.26409
H: -3.35999 1.63661 -1.76187
H: -4.74565 0.74642 -1.22167
H: -3.90802 0.07805 -2.56283
C: -0.14630 1.85688 -3.67891
C: 1.29820 1.69670 -4.12547
O: 2.07262 0.77616 -3.40567
O: -0.36950 2.45703 -2.39534
H: -0.49338 0.82760 -3.48852
H: -0.70964 2.36187 -4.46207
H: 1.79504 2.67974 -4.05747
H: 1.41374 1.54299 -5.19958
H: 1.98206 1.01477 -2.48594
H: 0.41225 2.62046 -1.84200

***

C14H36F6N4O8S2 | the ωB97M-V functional and the def2-TZVPD basis

For the LUMO energy, the calculation gives 0.354 eV. For the total energy, the calculation gives -2771.4575 a.u. As for the net charge: 0. The value obtained for the HOMO energy is -9.11 eV. Its largest force on an atom is 0.0539 hartree/bohr. For the gap between HOMO and LUMO, the calculation gives 9.47 eV.

Element x y z (Å)
O: 0.16963 -0.64246 0.56913
H: 0.25044 -0.17347 -0.32542
H: 1.09611 -0.89211 0.84683
H: -0.25837 -0.05092 1.27850
C: 0.18417 2.43173 4.14654
F: -0.68831 1.75938 4.87295
F: 0.23130 3.67743 4.61517
F: 1.40538 1.90347 4.24655
S: -0.30543 2.51167 2.32467
O: -1.11720 3.68527 2.17636
O: 0.91537 2.53898 1.55771
N: -1.07206 1.05292 2.10434
S: -2.67407 1.33152 2.13873
O: -3.17148 2.12542 3.22195
O: -3.13562 1.68708 0.82109
C: -3.26749 -0.40702 2.42834
F: -3.39039 -1.07451 1.28458
F: -2.43820 -1.08730 3.22400
F: -4.45543 -0.32856 3.01977
C: 2.80122 0.92325 -1.64186
C: 1.47670 0.75741 -2.36908
C: 1.18794 -0.65356 -2.87537
O: 0.95885 -1.55779 -1.83518
C: 0.69571 -2.86347 -2.29611
N: 0.38426 1.24510 -1.48137
H: 2.96439 1.96173 -1.36361
H: 3.54971 0.51540 -2.32648
H: 2.87087 0.33661 -0.72429
H: 1.52973 1.34557 -3.29592
H: 2.13047 -0.89320 -3.40319
H: 0.42360 -0.67534 -3.65911
H: 0.67823 -3.51390 -1.42717
H: 1.44498 -3.23572 -3.00518
H: -0.24543 -2.90368 -2.85698
H: 0.67832 2.19046 -1.24602
H: -0.50237 1.38814 -1.97881
C: -3.85242 -1.05553 -2.32135
C: -2.61060 -0.23531 -2.72613
C: -2.35956 -0.24331 -4.22951
O: -3.45463 0.16090 -5.01357
C: -4.09346 -0.91045 -5.66690
N: -2.66157 1.10711 -2.20608
H: -4.69518 -0.73145 -2.93562
H: -4.11676 -0.91768 -1.27590
H: -3.66865 -2.11784 -2.51085
H: -1.75182 -0.81663 -2.35618
H: -1.94310 -1.22310 -4.50024
H: -1.49579 0.40775 -4.41656
H: -4.17678 -1.80371 -5.04383
H: -3.60347 -1.22479 -6.59839
H: -5.08291 -0.57226 -5.97476
H: -3.18906 1.78442 -2.74070
H: -2.98962 1.21648 -1.25298
C: 1.70700 -1.69499 3.86111
C: 2.57499 -0.73105 3.00393
C: 3.89016 -0.61816 3.74982
O: 4.86555 0.21970 3.15784
C: 4.51080 1.59354 3.20614
N: 2.65300 -1.31816 1.65120
H: 0.75744 -1.99083 3.42638
H: 1.57683 -1.21680 4.83527
H: 2.30275 -2.58205 4.10012
H: 1.97742 0.17752 2.93668
H: 4.38110 -1.59256 3.80332
H: 3.66617 -0.32922 4.78451
H: 5.26816 2.13184 2.64125
H: 4.52202 2.02628 4.21552
H: 3.49748 1.74173 2.82591
H: 2.91306 -2.29494 1.60882
H: 3.37591 -0.76195 1.19562